Arrangement one

Density functional theory data (the ωB97M-V functional and the def2-TZVPD basis) for 2 unconnected molecules or ions with the total composition C3H7NO3.

Geometry as XYZ:
```
14
Properties=species:S:1:pos:R:3
C 1.13 0.27 -1.58
C 0.35 0.50 -0.20
O 0.77 -0.49 0.80
O 0.52 1.76 0.22
C -1.11 0.19 -0.41
N -2.22 0.13 -0.67
H 0.73 1.05 -2.24
H 2.12 0.46 -1.57
H 0.95 -0.80 -2.00
H 0.18 -0.35 1.56
H 0.50 2.53 -0.41
O -1.53 -1.51 2.12
H -1.25 -1.77 2.98
H -1.15 -1.98 1.41
```

Properties
LUMO level = 0.018 hartree
SMILES = CC(O)(O)C#N.O
Charge = 0
HOMO-LUMO gap = 0.4351 hartree

Atom charges from the natural (NBO) analysis, given in e for atoms 1 to 2:
1. C -0.6159
2. C 0.4631

---

Arrangement two

Density functional theory data (the ωB97M-V functional and the def2-TZVPD basis) for a molecular structure, C3H7NO3.

Geometry as XYZ:
```
14
Properties=species:S:1:pos:R:3
C -0.04 1.24 -1.99
C 0.53 0.44 1.41
C 0.42 -0.48 0.27
O 0.02 -2.16 1.06
O 0.99 0.58 -1.30
O -1.26 -2.04 1.63
N 0.32 -1.13 -0.74
H -1.76 -2.72 1.15
H -0.48 0.61 -2.77
H -0.84 1.60 -1.32
H 0.41 2.12 -2.48
H 0.54 1.46 1.05
H -0.31 0.26 2.08
H 1.46 0.22 1.94
```

Properties
LUMO level (spin up / spin down) = -0.016 / -0.005 hartree
Charge = 0
HOMO-LUMO gap (spin up / spin down) = 0.3114 / 0.3411 hartree

Atom charges from the natural (NBO) analysis, given in e for atoms 1 to 2:
1. C -0.2753
2. C -0.7170

---

Arrangement three

Density functional theory data (the ωB97M-V functional and the def2-TZVPD basis) for 2 unconnected molecules or ions with the total composition C3H7NO3.

Geometry as XYZ:
```
14
Properties=species:S:1:pos:R:3
C 0.83 -0.64 -0.67
C 0.84 0.05 0.68
O 0.82 -0.48 1.77
N 0.57 1.47 0.81
C 0.64 2.38 -0.18
O 0.74 2.10 -1.36
H -0.26 -0.59 -0.89
H 1.26 -1.63 -0.62
H 1.26 -0.09 -1.49
H 0.66 1.64 1.84
H 0.70 3.43 0.09
O -2.48 -2.71 -0.23
H -2.38 -2.82 0.72
H -3.19 -2.11 -0.47
```

Properties
LUMO level = 0.023 hartree
SMILES = CC(=O)NC=O.O
Charge = 0
HOMO-LUMO gap = 0.3978 hartree

Atom charges from the natural (NBO) analysis, given in e for atoms 1 to 2:
1. C -0.7222
2. C 0.7085

---

Arrangement four

Density functional theory data (the ωB97M-V functional and the def2-TZVPD basis) for a molecular structure, C3H7NO3.

Geometry as XYZ:
```
14
Properties=species:S:1:pos:R:3
C -2.35 -0.76 0.00
C -0.61 0.89 0.08
C 2.72 -0.04 0.20
H -1.56 -1.49 0.68
H -2.68 -1.26 -0.89
H -2.96 -0.13 0.90
H -0.48 0.48 1.12
H -1.09 1.97 -0.09
H 1.92 -0.54 -1.66
H 2.36 0.56 1.37
N 1.44 -0.27 -0.43
O -1.30 -0.08 -0.58
O 0.73 1.12 -0.52
O 3.87 -0.45 -0.17
```

Properties
LUMO level = 0.011 hartree
Charge = 0
HOMO-LUMO gap = 0.3731 hartree

Atom charges from the natural (NBO) analysis, given in e for atoms 1 to 2:
1. C -0.2662
2. C 0.2348

---

Short version: arrangement two is the least stable of them.

---

Arrangement one

Density functional theory data (the ωB97M-V functional and the def2-TZVPD basis) for 2 unconnected molecules or ions with the total composition C4H8N4.

Geometry as XYZ:
```
16
Properties=species:S:1:pos:R:3
C -0.58 -0.89 0.78
N -0.98 -0.22 -0.49
C -2.01 -0.77 -1.19
C -0.17 0.61 -1.11
N 0.52 1.38 -1.68
H -0.05 -0.08 1.28
H -1.50 -1.27 1.29
H 0.15 -1.77 0.57
H -1.84 -1.83 -1.23
H -3.07 -0.52 -0.77
H -2.11 -0.33 -2.20
N 2.21 0.10 1.67
C 2.15 1.13 1.02
N 2.13 2.32 0.75
H 3.03 -0.42 1.61
H 2.14 2.55 -0.30
```

Properties
LUMO level = 0.027 hartree
SMILES = CN(C)C#N.N=C=N
Charge = 0
HOMO-LUMO gap = 0.3650 hartree

Atom charges from the natural (NBO) analysis, given in e for atoms 1 to 2:
1. C -0.3960
2. N -0.4818

---

Arrangement two

Density functional theory data (the ωB97M-V functional and the def2-TZVPD basis) for a single C4H8N4 molecule.

Geometry as XYZ:
```
16
Properties=species:S:1:pos:R:3
H -0.80 -1.94 1.52
N -0.77 -0.80 1.43
C -1.18 -0.39 0.22
N -1.93 -1.04 -0.78
C -0.90 1.22 -0.07
N 0.57 1.22 0.48
C 1.78 0.81 -0.22
C 1.93 -0.58 -0.20
N 2.31 -1.81 -0.10
H -1.94 -0.54 -1.80
H -1.58 -2.03 -0.43
H -0.96 1.48 -1.33
H -1.93 1.77 0.58
H 0.82 0.37 1.28
H 2.63 1.05 0.54
H 1.95 1.21 -1.11
```

Properties
LUMO level = 0.016 hartree
SMILES = [H]/N=C(\N)CNCC#N
Charge = 0
HOMO-LUMO gap = 0.3407 hartree

Atom charges from the natural (NBO) analysis, given in e for atoms 1 to 2:
1. H 0.3444
2. N -0.7645

---

Short version: arrangement two is the least stable of them.

---

Arrangement one

Density functional theory data (the ωB97M-V functional and the def2-TZVPD basis) for a single C4H8N4 molecule.

Geometry as XYZ:
```
16
Properties=species:S:1:pos:R:3
N -3.71 -0.43 -0.04
N -2.36 -0.31 0.00
C -1.77 0.78 -0.26
N -0.43 1.00 -0.29
C 0.33 -0.06 -0.40
N 1.63 0.02 -0.44
C 2.73 -0.82 -0.14
C 2.68 0.61 0.38
H -3.95 -1.20 0.61
H -4.13 0.37 0.32
H -2.37 1.68 -0.29
H -0.18 -1.06 -0.44
H 2.59 -1.58 0.67
H 3.31 -1.24 -0.98
H 3.24 1.42 -0.09
H 2.39 0.82 1.40
```

Properties
LUMO level = 0.031 hartree
SMILES = N/N=C/N=C/N1CC1
Charge = 0
HOMO-LUMO gap = 0.3154 hartree

Atom charges from the natural (NBO) analysis, given in e for atoms 1 to 2:
1. N -0.6210
2. N -0.3221

---

Arrangement two

Density functional theory data (the ωB97M-V functional and the def2-TZVPD basis) for a single C4H8N4 molecule.

Geometry as XYZ:
```
16
Properties=species:S:1:pos:R:3
C 1.50 0.45 1.00
C 0.72 -1.46 -0.73
C -0.92 0.41 -0.18
C 0.79 0.37 -0.33
N -1.44 0.23 1.08
N -0.06 -2.30 -1.01
N -1.55 0.53 -1.26
N 1.28 1.11 -1.28
H -0.90 0.56 1.87
H -2.44 0.36 1.20
H -0.25 -3.28 -1.01
H -2.56 0.55 -1.19
H 0.75 1.06 -2.14
H 1.05 -0.19 1.76
H 2.52 0.12 0.85
H 1.52 1.48 1.35
```

Properties
LUMO level (spin up / spin down) = 0.004 / 0.004 hartree
Charge = 0
HOMO-LUMO gap (spin up / spin down) = 0.3011 / 0.3010 hartree

Atom charges from the natural (NBO) analysis, given in e for atoms 1 to 2:
1. C -0.6645
2. C 0.4454

---

Short version: arrangement two is the least stable of them.

---

Arrangement one

Density functional theory data (the ωB97M-V functional and the def2-TZVPD basis) for 2 unconnected molecules or ions with the total composition C4H8N4.

Geometry as XYZ:
```
16
Properties=species:S:1:pos:R:3
C -1.80 -0.42 1.25
C -1.05 -0.78 0.21
N 0.33 -0.61 0.12
N 0.91 -1.03 -1.07
N 0.93 0.16 1.02
C 2.13 0.56 0.91
H -1.40 0.16 2.06
H -2.82 -0.76 1.34
H -1.42 -1.41 -0.59
H 0.96 -0.20 -1.75
H 1.82 -1.45 -0.91
H 2.82 0.26 0.13
H 2.50 1.20 1.69
C -1.33 1.39 -1.44
N -0.58 1.17 -2.28
H -1.99 1.76 -0.70
```

Properties
LUMO level = 0.037 hartree
SMILES = C=CN(N)N=C.C#N
Charge = 0
HOMO-LUMO gap = 0.3324 hartree

Atom charges from the natural (NBO) analysis, given in e for atoms 1 to 2:
1. C -0.5185
2. C -0.0005

---

Arrangement two

Density functional theory data (the ωB97M-V functional and the def2-TZVPD basis) for a single C4H8N4 molecule.

Geometry as XYZ:
```
16
Properties=species:S:1:pos:R:3
C -0.13 0.47 -1.82
N 1.12 0.23 -1.60
N 1.69 0.32 -0.39
C 0.73 0.37 0.67
C 0.56 -0.53 1.92
C -0.37 -0.63 0.68
N -1.64 0.04 0.33
N -1.35 0.49 -1.05
H -0.41 0.63 -2.89
H 2.48 -0.26 -0.25
H 0.39 1.44 0.87
H 0.04 -0.20 2.76
H 1.21 -1.42 2.01
H -0.12 -1.47 -0.01
H -2.29 -0.72 0.11
H -1.90 1.24 -1.34
```

Properties
LUMO level = 0.040 hartree
SMILES = C1=NN[C@@H]2C[C@H]2NN1
Charge = 0
HOMO-LUMO gap = 0.3215 hartree

Atom charges from the natural (NBO) analysis, given in e for atoms 1 to 2:
1. C 0.1532
2. N -0.2984

---

Short version: arrangement two is the least stable of them.